No. 1
A cluster of 2 separate species, C32H34F3N2Si in total at a distorted geometry. Source: the Open Molecules 2025 dataset; level of theory: ωB97M-V/def2-TZVPD.

Geometry (Å):
C  2.845  2.506  -1.683
N  1.437  2.427  -2.070
C  1.008  3.417  -3.065
C  0.553  1.730  -1.286
C  -0.823  2.270  -1.245
C  -1.670  2.328  -2.377
C  -2.739  3.222  -2.361
C  -2.981  3.985  -1.215
C  -4.057  5.034  -1.267
F  -4.247  5.686  -0.077
F  -3.743  5.998  -2.199
F  -5.284  4.526  -1.625
C  -2.254  3.800  -0.049
C  -1.193  2.916  -0.055
H  3.437  2.790  -2.563
H  2.986  3.270  -0.902
H  3.191  1.540  -1.291
H  1.913  3.804  -3.551
H  0.361  2.980  -3.840
H  0.482  4.263  -2.600
H  0.982  1.456  -0.319
H  -1.462  1.760  -3.291
H  -3.368  3.368  -3.244
H  -2.497  4.363  0.847
H  -0.572  2.802  0.839
C  3.297  0.509  3.518
C  2.258  -0.202  4.131
C  1.250  -0.780  3.354
C  1.289  -0.677  1.954
Si  0.162  -1.749  0.912
C  0.387  -3.456  1.694
C  -0.694  -4.113  2.300
C  -0.501  -5.286  3.042
C  0.781  -5.823  3.193
C  1.865  -5.189  2.575
C  1.669  -4.022  1.824
C  -1.646  -1.348  0.855
C  -2.131  -0.120  1.316
C  -3.472  0.216  1.112
C  -4.348  -0.695  0.516
C  -3.870  -1.930  0.062
C  -2.516  -2.245  0.216
C  0.571  -1.569  -0.921
C  1.929  -2.168  -1.261
C  2.332  -1.555  -2.600
C  1.429  -0.361  -2.849
N  0.485  -0.248  -1.701
C  2.313  0.067  1.351
C  3.312  0.665  2.126
H  4.092  0.949  4.124
H  2.237  -0.311  5.217
H  0.446  -1.339  3.835
H  -1.700  -3.698  2.211
H  -1.355  -5.774  3.513
H  0.935  -6.726  3.790
H  2.869  -5.603  2.685
H  2.532  -3.535  1.363
H  -1.453  0.572  1.824
H  -3.834  1.199  1.426
H  -5.402  -0.448  0.398
H  -4.537  -2.650  -0.413
H  -2.135  -3.200  -0.165
H  -0.210  -2.212  -1.356
H  2.669  -1.947  -0.480
H  1.876  -3.266  -1.338
H  3.386  -1.247  -2.605
H  2.222  -2.265  -3.423
H  2.062  0.521  -2.890
H  0.883  -0.415  -3.802
H  -0.481  -0.160  -2.044
H  2.343  0.154  0.266
H  4.101  1.240  1.636

Values from the calculation:
**Total charge**: +1
**Max |F|**: 2.185 eV/Å
**Multiplicity**: 1
**Kohn-Sham gap**: 0.311 hartree
**HOMO**: -11.442 eV

No. 2
A structure of composition C32H34KN6O4PS3. Source: the Open Molecules 2025 dataset; level of theory: ωB97M-V/def2-TZVPD.

Geometry (Å):
K  0.306  -0.164  -1.499
C  4.375  2.072  -1.840
C  2.919  1.949  -1.462
N  2.555  1.118  -0.486
N  3.640  0.532  0.184
C  4.070  -0.705  -0.028
N  4.983  -1.158  0.920
S  3.589  -1.709  -1.278
C  1.952  2.692  -2.141
C  2.160  3.405  -3.372
C  1.181  4.048  -4.014
C  -0.198  4.135  -3.423
C  -0.329  3.149  -2.279
N  0.633  2.565  -1.690
H  4.762  1.098  -2.148
H  4.960  2.402  -0.978
H  4.530  2.785  -2.644
H  3.797  0.904  1.113
H  5.602  -0.455  1.298
H  5.453  -1.993  0.611
H  3.132  3.371  -3.848
H  1.358  4.514  -4.976
H  -0.396  5.143  -3.026
H  -1.332  2.972  -1.899
N  -2.123  0.536  1.562
P  -1.724  1.000  3.143
C  -2.257  -0.487  4.101
C  -2.387  -0.334  5.482
C  -2.749  -1.400  6.292
C  -3.002  -2.642  5.726
C  -2.886  -2.803  4.352
C  -2.516  -1.737  3.541
C  0.087  0.639  3.223
C  0.884  1.491  3.979
C  2.242  1.239  4.144
C  2.814  0.129  3.542
C  2.030  -0.716  2.763
C  0.677  -0.464  2.603
C  -2.778  1.357  0.662
C  -3.015  0.879  -0.641
C  -3.639  1.704  -1.546
C  -4.037  2.981  -1.149
C  -3.777  3.348  0.157
N  -3.162  2.573  1.050
H  -1.846  -0.390  1.164
H  -2.206  0.639  5.929
H  -2.840  -1.255  7.363
H  -3.287  -3.481  6.351
H  -3.075  -3.769  3.900
H  -2.409  -1.897  2.472
H  0.436  2.364  4.440
H  2.849  1.913  4.738
H  3.871  -0.080  3.668
H  2.478  -1.570  2.269
H  0.090  -1.141  1.988
H  -2.695  -0.119  -0.912
H  -3.774  1.360  -2.564
H  -4.508  3.672  -1.835
H  -4.065  4.334  0.515
O  -1.986  4.933  -4.771
C  -1.278  3.995  -4.473
C  0.813  -4.789  -0.488
C  -0.325  -4.078  -1.234
C  -1.458  -5.080  -1.506
C  0.208  -3.554  -2.574
C  -0.845  -2.965  -0.416
C  -1.305  -2.048  0.254
H  1.197  -5.626  -1.082
H  0.457  -5.172  0.471
H  1.633  -4.093  -0.298
H  -1.092  -5.921  -2.105
H  -2.271  -4.593  -2.045
H  -1.858  -5.465  -0.566
H  0.523  -4.387  -3.211
H  1.078  -2.912  -2.421
H  -0.561  -2.989  -3.106
O  -1.631  0.340  -3.573
S  -0.772  0.650  -4.705
O  0.619  0.793  -4.333
O  -1.043  -0.118  -5.899
S  -1.508  2.540  -5.486

Values from the calculation:
**Total charge**: -2
**Max |F|**: 0.344 eV/Å
**Multiplicity**: 1
**Kohn-Sham gap**: 0.191 hartree
**HOMO**: -1.291 eV

No. 3
A structure of composition C32H34PV at a distorted geometry. Source: the Open Molecules 2025 dataset; level of theory: ωB97M-V/def2-TZVPD.

Geometry (Å):
C  -0.070  0.406  -5.948
C  0.516  1.746  -5.802
C  0.771  -0.721  -6.366
C  -1.527  0.243  -5.848
H  0.859  -0.796  -7.466
H  0.363  -1.683  -6.022
H  1.797  -0.620  -5.981
H  0.524  2.311  -6.752
H  1.559  1.697  -5.458
H  -0.058  2.351  -5.084
H  -2.039  0.408  -6.814
H  -1.958  0.969  -5.143
H  -1.804  -0.768  -5.516
C  2.584  -0.500  -0.227
C  2.585  -1.245  -1.445
C  2.248  -0.347  -2.515
H  2.877  -2.289  -1.546
C  2.030  0.950  -1.950
C  2.216  0.855  -0.535
H  2.113  1.664  0.186
H  2.918  -0.877  0.737
H  2.278  -0.593  -3.575
H  1.812  1.855  -2.517
C  -1.711  -1.376  -0.833
C  -0.704  -2.311  -0.406
C  0.060  -2.682  -1.562
H  -0.601  -2.748  0.585
C  -0.441  -1.937  -2.679
C  -1.526  -1.123  -2.221
H  -2.127  -0.466  -2.851
H  -2.495  -0.965  -0.200
H  0.822  -3.460  -1.594
H  -0.139  -2.067  -3.719
V  0.469  -0.597  -1.111
C  -0.696  4.268  3.918
C  -0.443  4.309  2.542
C  -0.246  3.130  1.814
C  -0.307  1.890  2.479
C  -0.549  1.864  3.863
C  -0.755  3.039  4.580
P  -0.145  0.261  1.632
C  1.159  -0.476  2.702
C  1.387  -1.864  2.741
C  2.436  -2.373  3.507
C  3.307  -1.515  4.180
C  3.157  -0.135  4.050
C  2.106  0.378  3.295
C  -1.717  -0.427  2.309
C  -1.856  -1.619  3.030
C  -3.122  -1.997  3.492
C  -4.240  -1.198  3.253
C  -4.112  -0.023  2.509
C  -2.859  0.352  2.037
H  -0.851  5.188  4.482
H  -0.405  5.276  2.034
H  -0.057  3.178  0.739
H  -0.590  0.909  4.387
H  -0.960  2.981  5.650
H  0.755  -2.554  2.180
H  2.581  -3.451  3.561
H  4.130  -1.915  4.771
H  3.855  0.556  4.524
H  2.011  1.459  3.198
H  -0.997  -2.242  3.270
H  -3.228  -2.934  4.043
H  -5.220  -1.493  3.625
H  -4.976  0.605  2.290
H  -2.752  1.289  1.491

Values from the calculation:
**Total charge**: +1
**Max |F|**: 1.279 eV/Å
**Multiplicity**: 2
**Kohn-Sham gap (spin up / spin down)**: 0.107 / 0.111 hartree
**HOMO (spin up / spin down)**: -8.938 / -8.764 eV

Here are the calculated electronic energy numbers, same order: -52740.1750 -108987.4524 -68703.0664 (eV).